# C2H10N2O3

A structure of composition C2H10N2O3 in a non-equilibrium geometry (the ωB97M-V functional and the def2-TZVPD basis, OMol25).

## Properties
largest force on an atom	3.11	eV/Å
HOMO	-9.20	eV
LUMO energy	-4.8	eV
DFT total energy	-417.16439	a.u.
relative energy (zero: lowest compared OMol25 entry of this formula, charge and spin)	811.7	kJ/mol

```
! RIJCOSX wB97M-V def2-TZVPD def2/J DEFGRID3
* xyz 0 1
C 0.282 -0.133 -1.210
N 0.102 -0.741 0.063
C -1.307 -0.975 0.534
N -1.592 -2.421 0.533
O -2.133 -0.309 -0.184
H -0.302 -0.602 -2.005
H -0.066 0.918 -1.234
H 1.346 -0.112 -1.457
H 0.576 -0.144 0.746
H -2.276 -2.784 -0.107
H -0.799 -3.003 0.738
H 1.804 2.020 1.997
H -1.275 -0.650 1.605
O 1.603 1.361 1.313
H 1.360 2.072 0.450
H 1.692 2.997 -1.105
O 0.987 2.509 -0.675
*
```